14
Properties=species:S:1:pos:R:3:forces:R:3:nbo_charge:R:1 method="wB97M-V/def2-TZVPD" de_lowest_kcal_mol=84.2 homo_energy_ev=-14.389 gap_ev=9.252 smiles="C#CC[N+](=C)C" spin_multiplicity=1 lumo_energy_ev=-5.1 total_charge=+1
C 1.073 -1.122 -0.222 0.8 -1.3 -0.3 -0.4527
H 1.958 -1.286 0.397 -0.2 0.1 0.1 0.2530
C 1.239 1.258 -0.314 0.4 0.3 -0.1 0.1304
H -0.881 -0.329 1.355 0.2 0.2 0.0 0.2551
C -3.495 -0.019 -0.281 3.3 0.1 0.0 -0.0866
H -0.968 1.368 0.845 0.2 -0.1 0.0 0.2472
C -0.902 0.338 0.488 -1.0 0.3 0.8 -0.2636
H 0.809 2.244 -0.223 -0.2 0.0 0.1 0.2338
N 0.574 0.216 -0.060 -3.1 0.4 -0.4 -0.2078
C -2.287 0.077 -0.123 0.2 -0.1 -0.4 -0.1066
H 2.275 1.182 -0.624 0.0 -0.2 0.0 0.2321
H 0.315 -1.854 0.050 0.0 0.2 0.0 0.2515
H -4.505 -0.149 -0.552 -0.6 0.0 0.0 0.2591
H 1.367 -1.295 -1.259 -0.1 0.1 0.1 0.2552